(1)
{
  "formula": "C4H9N3O",
  "method": "ωB97M-V/def2-TZVPD",
  "smiles": "[H]/N=C\\N.CC#N.C=O",
  "homo_energy_ev": -8.73,
  "orbital_gap_ha": 0.3285,
  "charge": 0,
  "elements": ["C", "C", "C", "C", "N", "O", "N", "N", "H", "H", "H", "H", "H", "H", "H", "H", "H"],
  "xyz": [[0.325, -1.954, 0.800], [-2.275, 0.166, 1.518], [1.945, 0.847, -1.067], [-1.387, 0.175, 0.372], [1.359, 0.734, -2.291], [1.246, -1.839, 0.031], [-0.998, 0.514, -0.662], [1.801, 1.740, -0.182], [2.761, 0.089, -0.894], [1.501, -0.122, -2.812], [0.384, 1.064, -2.316], [0.988, 2.329, -0.352], [0.467, -1.807, 1.886], [-0.613, -2.461, 0.546], [-2.117, -0.718, 2.106], [-3.314, 0.198, 1.186], [-2.074, 1.044, 2.132]],
  "mulliken_charge": [-0.27, -0.89, -0.02, 0.38, -0.48, -0.39, -0.34, -0.59, 0.32, 0.26, 0.31, 0.24, 0.27, 0.34, 0.31, 0.29, 0.27]
}

=====

(2)
{
  "formula": "C4H9N3O",
  "method": "ωB97M-V/def2-TZVPD",
  "smiles": "C/C(O)=C(N)/N=C\\N",
  "homo_energy_ev": [-6.32, -6.32],
  "orbital_gap_ha": [0.2552, 0.2551],
  "charge": 0,
  "elements": ["C", "C", "C", "N", "N", "C", "O", "N", "H", "H", "H", "H", "H", "H", "H", "H", "H"],
  "xyz": [[1.516, -0.969, -0.993], [0.339, 0.387, 0.806], [0.402, -0.756, -0.015], [1.385, 1.280, 0.938], [-1.900, 0.700, -0.886], [-1.796, 0.354, 0.453], [-0.121, -1.991, 0.375], [-0.860, 0.684, 1.351], [-0.835, -1.848, 1.008], [2.310, 0.885, 1.026], [1.195, 2.066, 1.541], [-2.606, 0.502, -1.586], [-1.637, 1.640, -1.150], [-2.785, 0.173, 0.878], [1.206, -1.700, -1.740], [1.774, -0.041, -1.502], [2.413, -1.366, -0.504]],
  "mulliken_charge": [-1.59, 0.57, 0.60, -0.46, -0.40, -0.16, -0.54, -0.67, 0.34, 0.22, 0.25, 0.20, 0.21, 0.36, 0.38, 0.36, 0.31]
}

=====

(3)
{
  "formula": "C4H9N3O",
  "method": "ωB97M-V/def2-TZVPD",
  "smiles": "CC/N=C/N.N=C=O",
  "homo_energy_ev": -8.81,
  "orbital_gap_ha": 0.3534,
  "charge": 0,
  "elements": ["C", "C", "C", "N", "N", "C", "N", "O", "H", "H", "H", "H", "H", "H", "H", "H", "H"],
  "xyz": [[1.256, -0.307, 0.042], [-1.355, -1.449, 0.433], [0.004, 2.254, 0.458], [2.495, 0.255, -0.059], [-1.135, 1.937, 0.270], [-0.814, -0.957, -0.912], [0.496, -0.390, -0.966], [1.032, 2.596, 0.872], [1.078, -0.784, 1.012], [2.620, 0.851, -0.856], [2.895, 0.621, 0.806], [-1.474, -0.104, -1.251], [-1.773, 1.965, -0.494], [-0.825, -1.787, -1.632], [-2.359, -1.842, 0.293], [-1.408, -0.617, 1.135], [-0.732, -2.241, 0.851]],
  "mulliken_charge": [-0.13, -1.18, 0.57, -0.43, -0.40, -0.21, -0.53, -0.43, 0.35, 0.29, 0.26, 0.17, 0.28, 0.38, 0.36, 0.32, 0.33]
}

=====

(4)
{
  "formula": "C4H9N3O",
  "method": "ωB97M-V/def2-TZVPD",
  "smiles": "[H]/N=C/C(C)=C(\\N)ON",
  "homo_energy_ev": -8.44,
  "orbital_gap_ha": 0.3426,
  "charge": 0,
  "elements": ["C", "C", "C", "N", "N", "C", "O", "N", "H", "H", "H", "H", "H", "H", "H", "H", "H"],
  "xyz": [[0.112, -1.745, -0.617], [-0.279, -0.419, -0.075], [0.394, 0.479, 0.615], [2.708, 0.457, -0.194], [0.096, 1.730, 1.068], [-1.834, 0.000, -0.274], [1.825, 0.021, 0.854], [-2.491, 0.869, 0.402], [2.868, -0.397, -0.727], [2.150, 1.083, -0.778], [0.521, 1.918, 1.971], [-0.920, 1.893, 1.057], [-3.440, 0.995, 0.028], [-2.350, -0.601, -1.044], [0.634, -1.622, -1.572], [0.768, -2.279, 0.076], [-0.762, -2.380, -0.789]],
  "mulliken_charge": [-1.31, 0.50, 0.28, -0.46, -0.54, -0.18, -0.29, -0.67, 0.27, 0.27, 0.26, 0.29, 0.25, 0.33, 0.26, 0.30, 0.43]
}

=====

(5)
{
  "formula": "C4H9N3O",
  "method": "ωB97M-V/def2-TZVPD",
  "homo_energy_ev": -7.71,
  "orbital_gap_ha": 0.3138,
  "charge": 0,
  "elements": ["C", "C", "C", "N", "N", "C", "O", "N", "H", "H", "H", "H", "H", "H", "H", "H", "H"],
  "xyz": [[-0.797, -1.396, 1.062], [-0.952, 0.060, -1.034], [0.621, 0.787, 0.029], [0.732, 1.156, 1.353], [1.856, 0.836, -0.651], [-0.266, -0.967, -0.290], [-1.777, -0.153, -2.073], [-0.520, 1.238, -0.671], [-1.908, 0.693, -2.528], [1.743, 0.685, -1.645], [2.533, 0.180, -0.282], [-0.121, 1.503, 1.765], [1.548, 1.703, 1.594], [0.111, -1.798, -0.890], [-1.442, -2.277, 0.975], [-1.380, -0.604, 1.536], [0.019, -1.646, 1.750]],
  "mulliken_charge": [-1.22, 0.54, 0.66, -0.44, -0.64, -0.23, -0.48, -0.85, 0.35, 0.27, 0.25, 0.23, 0.26, 0.35, 0.37, 0.29, 0.29]
}

=====

(6)
{
  "formula": "C4H9N3O",
  "method": "ωB97M-V/def2-TZVPD",
  "homo_energy_ev": [-8.09, -8.09],
  "orbital_gap_ha": [0.3073, 0.3072],
  "charge": 0,
  "elements": ["C", "C", "C", "C", "N", "N", "N", "O", "H", "H", "H", "H", "H", "H", "H", "H", "H"],
  "xyz": [[-0.763, 1.881, 0.375], [1.754, -1.146, -0.297], [0.547, -0.312, 0.025], [-0.702, -0.790, 0.525], [-0.801, -2.094, 0.712], [-1.716, 1.805, -0.643], [0.626, 1.005, -0.079], [1.564, 1.602, -0.657], [-0.145, -2.785, 0.347], [-1.550, -2.461, 1.278], [-1.330, 1.981, -1.561], [-2.179, 0.899, -0.655], [-0.297, 2.859, 0.466], [-1.196, 1.613, 1.332], [1.571, -1.779, -1.173], [2.592, -0.489, -0.536], [2.024, -1.790, 0.543]],
  "mulliken_charge": [-0.44, -1.42, 1.36, -1.27, -0.20, -0.54, 0.46, -0.65, 0.21, 0.26, 0.27, 0.28, 0.33, 0.33, 0.31, 0.37, 0.33]
}

=====

(7)
{
  "formula": "C4H9N3O",
  "method": "ωB97M-V/def2-TZVPD",
  "smiles": "[H]/N=N/N1CCC[C@H]1O",
  "homo_energy_ev": -8.92,
  "orbital_gap_ha": 0.3643,
  "charge": 0,
  "elements": ["C", "C", "C", "C", "N", "N", "N", "O", "H", "H", "H", "H", "H", "H", "H", "H", "H"],
  "xyz": [[1.609, -0.354, -0.425], [1.334, 0.909, 0.380], [0.562, -1.387, -0.218], [-0.236, 0.935, 0.438], [-2.733, -0.114, 0.263], [-0.554, -0.479, 0.075], [-1.768, -0.975, 0.016], [-0.571, 1.699, -0.666], [1.627, -0.224, -1.495], [2.505, -0.789, -0.175], [1.634, 0.788, 1.412], [1.515, 1.876, -0.062], [0.196, -2.145, -0.912], [0.817, -1.948, 0.701], [-0.852, 1.203, 1.340], [-1.488, 1.561, -0.826], [-3.599, -0.555, 0.152]],
  "mulliken_charge": [-0.80, -0.69, -0.49, 0.03, -0.72, 0.76, -0.51, -0.55, 0.26, 0.52, 0.27, 0.39, 0.33, 0.23, 0.44, 0.31, 0.22]
}

=====

(8)
{
  "formula": "C4H9N3O",
  "method": "ωB97M-V/def2-TZVPD",
  "smiles": "C=N[NH2+]C[O-].C=C=N",
  "homo_energy_ev": -8.34,
  "orbital_gap_ha": 0.3334,
  "charge": 0,
  "elements": ["C", "N", "C", "N", "C", "C", "O", "N", "H", "H", "H", "H", "H", "H", "H", "H", "H"],
  "xyz": [[0.059, 0.700, -0.998], [-0.556, -0.807, -0.412], [0.519, 1.272, 1.556], [0.111, 0.130, 1.956], [-0.763, -2.637, -1.737], [1.357, 2.279, 1.670], [-0.336, 1.626, -0.187], [0.004, -1.919, -1.030], [-1.577, -0.740, -0.484], [-0.584, 0.166, 2.696], [-0.250, -0.678, 0.645], [1.130, 0.445, -1.016], [-0.369, 0.721, -2.010], [-1.833, -2.444, -1.862], [-0.329, -3.488, -2.247], [2.105, 2.245, 2.450], [1.313, 3.128, 1.010]],
  "mulliken_charge": [-0.45, 0.05, 0.60, -0.70, -0.29, -0.88, -0.65, -0.57, 0.31, 0.22, 0.52, 0.36, 0.39, 0.25, 0.26, 0.28, 0.29]
}

=====

(9)
{
  "formula": "C4H9N3O2",
  "method": "ωB97M-V/def2-TZVPD",
  "smiles": "CNC(=O)/N=C(/N)OC",
  "homo_energy_ev": -9.26,
  "orbital_gap_ha": 0.3706,
  "charge": 0,
  "elements": ["C", "C", "N", "C", "C", "N", "O", "N", "O", "H", "H", "H", "H", "H", "H", "H", "H", "H"],
  "xyz": [[-2.065, -0.691, -0.355], [2.414, -1.499, 0.962], [1.580, -0.558, 0.255], [-0.797, 1.452, -0.545], [0.449, -0.032, 0.800], [-1.071, 2.561, -1.272], [-1.394, 0.299, -1.124], [0.176, 1.311, 0.228], [-0.050, -0.407, 1.833], [1.892, -0.186, -0.626], [-0.493, 3.369, -1.124], [-1.805, 2.525, -1.956], [-1.472, -1.607, -0.384], [-3.017, -0.890, -0.849], [-2.215, -0.399, 0.679], [3.447, -1.195, 0.911], [2.295, -2.522, 0.561], [2.127, -1.533, 2.008]],
  "mulliken_charge": [-0.70, -0.84, -0.18, 0.71, 0.59, -0.41, -0.41, -0.60, -0.59, 0.25, 0.23, 0.22, 0.24, 0.27, 0.35, 0.32, 0.26, 0.30]
}

=====

(10)
{
  "formula": "C4H9N3O2",
  "method": "ωB97M-V/def2-TZVPD",
  "smiles": "NC(=O)[C@@H](N)C/C=N\\O",
  "homo_energy_ev": -9.11,
  "orbital_gap_ha": 0.3552,
  "charge": 0,
  "elements": ["C", "C", "C", "C", "H", "H", "H", "H", "H", "H", "H", "H", "H", "N", "N", "N", "O", "O"],
  "xyz": [[0.071, -0.624, 1.040], [-1.349, -0.358, 0.740], [-1.719, 0.551, -0.378], [0.774, -1.232, -0.233], [0.710, 1.308, 1.203], [1.797, 0.187, 1.654], [0.078, -1.487, 1.721], [-1.801, -1.346, 0.485], [-2.015, -0.124, 1.608], [-2.647, 0.259, -0.846], [-0.045, 2.907, -0.758], [1.266, 0.644, -0.957], [1.942, -0.756, -1.743], [0.821, 0.460, 1.743], [-1.203, 1.549, -1.017], [1.582, -0.339, -0.884], [0.080, 1.979, -0.484], [0.627, -2.392, -0.549]],
  "mulliken_charge": [0.14, -0.71, -0.07, 0.27, 0.33, 0.33, 0.35, 0.36, 0.38, 0.38, 0.38, 0.30, 0.27, -0.73, -0.56, -0.39, -0.43, -0.62]
}

=====

(11)
{
  "formula": "C4H9N3O3",
  "method": "ωB97M-V/def2-TZVPD",
  "smiles": "C/N=C(/OC)O/[N+]([O-])=N/C",
  "homo_energy_ev": -10.00,
  "orbital_gap_ha": 0.3966,
  "charge": 0,
  "elements": ["C", "C", "C", "C", "N", "N", "N", "O", "O", "O", "H", "H", "H", "H", "H", "H", "H", "H", "H"],
  "xyz": [[-1.043, 0.500, -0.364], [-1.769, 2.463, 0.608], [2.947, -1.072, -0.327], [-1.464, -1.758, -0.725], [-1.663, 1.564, -0.523], [1.553, -0.683, -0.346], [1.201, 0.025, 0.624], [-0.191, 0.227, 0.762], [1.854, 0.542, 1.499], [-0.996, -0.544, -1.219], [-1.359, 3.495, 0.324], [-1.337, 2.054, 1.509], [-2.761, 2.758, 0.836], [3.604, -0.053, -0.226], [3.181, -1.753, 0.553], [2.978, -1.581, -1.224], [-2.507, -1.698, -0.364], [-0.780, -2.100, 0.200], [-1.448, -2.385, -1.596]],
  "mulliken_charge": [0.72, -0.77, -0.68, -0.61, -0.40, -0.43, 1.09, -0.38, -0.66, -0.33, 0.26, 0.30, 0.31, 0.22, 0.24, 0.35, 0.33, 0.24, 0.21]
}

=====

(12)
{
  "formula": "C4H9N3O4",
  "method": "ωB97M-V/def2-TZVPD",
  "smiles": "CC[C@@](N)(C(=O)O)/[N+]([O-])=N/O",
  "homo_energy_ev": -10.11,
  "orbital_gap_ha": 0.3900,
  "charge": 0,
  "elements": ["C", "C", "C", "C", "N", "N", "N", "O", "O", "O", "O", "H", "H", "H", "H", "H", "H", "H", "H", "H"],
  "xyz": [[0.194, 0.885, -1.246], [0.924, -1.997, -0.750], [-0.233, -1.208, -0.021], [0.070, 0.232, 0.137], [-2.065, 0.633, 0.701], [-0.926, 1.095, 0.824], [1.586, 0.550, 0.868], [1.338, 1.449, -1.554], [-0.700, 0.871, -1.975], [-0.483, 2.176, 1.275], [-2.980, 1.456, 1.281], [1.064, -1.908, -1.786], [1.835, -1.606, -0.319], [0.732, -3.048, -0.522], [-1.160, -1.381, -0.549], [-0.444, -1.686, 0.907], [1.936, 1.304, -0.767], [1.159, 1.110, 1.756], [1.903, -0.341, 1.044], [-3.750, 1.415, 0.695]],
  "mulliken_charge": [-0.06, -1.16, -0.77, 1.09, -0.42, 0.92, -0.79, -0.55, -0.50, -0.70, -0.42, 0.36, 0.31, 0.35, 0.42, 0.43, 0.56, 0.31, 0.24, 0.38]
}

=====

Calculated ΔE to the lowest compared entry with this formula, charge and spin (kJ/mol), listed in the same order as above: 256.83; 343.79; 106.13; 374.50; 215.92; 450.68; 305.88; 517.94; 94.03; 225.39; 672.46; 82.42
Calculated strongest force on any atom (eV/A), listed in the same order as above: 2.4; 2.9; 1.3; 5.4; 2.1; 1.7; 4.4; 0.7; 3.7; 2.2; 4.2; 6.8